1.
C5H12NO | ωB97M-V/def2-TZVPD

The geometry in XYZ format:
```
19
Properties=species:S:1:pos:R:3:forces:R:3
C -0.67822 -2.35714 -0.74664 0.205 0.225 -0.332
C 0.53059 -2.85491 -0.88869 -0.319 -0.259 -0.153
N -0.98463 -1.27865 0.24291 0.239 0.385 0.079
H -1.52851 -2.64018 -1.34947 -0.124 -0.106 0.243
H 0.59374 -3.68887 -1.57814 0.285 0.120 -0.089
H 1.43656 -2.54597 -0.38467 -0.091 -0.024 0.188
H -0.30970 -0.48850 0.23293 -0.298 -0.936 -0.009
H -1.89853 -0.85388 0.06921 -0.161 -0.288 0.055
H -0.99412 -1.68344 1.18609 -0.123 0.125 0.024
C 1.81516 0.53712 0.70943 -0.350 -0.491 -0.830
C 0.69530 1.48161 0.84362 0.892 0.165 0.628
C -0.06488 1.94499 -0.23463 -0.220 0.163 -0.114
O -1.12810 2.63488 0.00562 0.126 -0.146 -0.290
H 1.64348 -0.35902 1.32288 0.158 0.284 0.439
H 1.92889 0.15557 -0.30931 0.191 0.312 -0.067
H 2.76288 0.97140 1.05001 -0.059 0.049 0.141
H 0.50472 1.86654 1.84397 -0.342 0.099 -0.116
H 0.19414 1.72115 -1.26994 0.070 -0.014 0.031
H -1.60713 2.85511 -0.81944 -0.078 0.335 0.172
```
Positions in Å, forces in eV/Å.

Net charge: +2
Molecular weight, Da: 102.16
HOMO-LUMO gap (spin up / spin down), eV: 10.5 / 6.9
Relative energy (zero: lowest compared OMol25 entry of this formula, charge and spin), kcal/mol: 23.6
Multiplicity: 2
HOMO level (spin up / spin down), eV: -18.9364 / -18.9530
Electronic energy, eV: -8896.6373



2.
C5H12NO2 | ωB97M-V/def2-TZVPD

The geometry in XYZ format:
```
20
Properties=species:S:1:pos:R:3:forces:R:3
C 1.93149 -0.60781 0.36103 0.344 1.579 3.320
N 0.71404 -1.18025 -0.00543 -3.287 0.544 -2.592
C -0.55054 -0.38493 0.07361 4.247 -0.177 2.035
C -1.65397 -0.89999 1.02633 -2.672 -0.809 1.604
O -2.52752 0.08517 1.47755 1.226 -0.357 -1.502
C -1.13045 0.02463 -1.24468 -0.094 1.942 -1.081
O -2.37115 0.75867 -1.07301 0.943 -1.008 1.619
C 2.22036 0.78601 -0.33848 0.691 -1.087 2.072
H 2.71161 -1.37332 0.28377 0.137 0.411 -0.264
H 1.87633 -0.42430 1.64971 0.299 -0.072 -2.763
H 0.17456 1.84555 -0.40955 -0.150 -0.366 0.462
H -0.24067 0.42525 0.73943 -0.351 1.144 -0.277
H -2.24655 -1.68428 0.46011 0.627 0.355 0.006
H -1.23399 -1.42318 1.90544 0.478 -0.006 -0.360
H -2.60039 0.66425 0.00055 0.335 0.013 -1.571
H -0.35821 0.66485 -1.82435 -1.204 -0.917 0.674
H -1.24432 -0.87499 -1.82284 -0.445 -0.588 -0.381
H 1.12921 1.29754 -0.41396 -0.006 0.497 -0.608
H 2.77943 0.81257 -1.31452 -0.904 -0.282 1.109
H 2.62074 1.48856 0.46929 -0.215 -0.815 -1.501
```
Positions in Å, forces in eV/Å.

Net charge: -1
Molecular weight, Da: 118.16
HOMO-LUMO gap, eV: 4.8
Relative energy (zero: lowest compared OMol25 entry of this formula, charge and spin), kcal/mol: 239.3
Multiplicity: 1
HOMO level, eV: -3.3114
Electronic energy, eV: -10956.6114



> Which of these has the lowest multiplicity?

C5H12NO2



> The lowest net charge belongs to which entry?

C5H12NO2



> relative energy (zero: lowest compared OMol25 entry of this formula, charge and spin) of number 2 (C5H12NO2)?

239.3 kcal/mol



> Number 1 is which compound?

C5H12NO